No. 1
{"formula": "C41H48BiGeI2N2O7S", "method": "ωB97M-V/def2-TZVPD", "species": ["Bi", "C", "C", "C", "C", "O", "Ge", "O", "C", "C", "C", "C", "O", "C", "C", "C", "C", "H", "H", "H", "H", "H", "H", "H", "H", "H", "H", "H", "H", "H", "H", "H", "H", "H", "H", "H", "H", "H", "H", "H", "H", "H", "H", "H", "I", "C", "C", "C", "I", "C", "C", "C", "C", "N", "C", "C", "O", "H", "H", "H", "H", "C", "C", "C", "C", "C", "C", "C", "S", "O", "O", "O", "H", "H", "H", "H", "H", "H", "H", "N", "C", "C", "C", "C", "C", "C", "C", "C", "C", "C", "C", "C", "C", "H", "H", "H", "H", "H", "H", "H", "H", "H", "H"], "coordinates": [[0.283, -1.150, -1.247], [3.190, 0.897, -3.302], [1.888, 1.682, -3.153], [1.644, 2.560, -4.378], [1.930, 2.545, -1.900], [0.775, 0.777, -3.017], [0.278, -0.542, -4.237], [-1.215, -0.923, -3.052], [-2.619, -0.798, -3.339], [-3.081, 0.587, -2.904], [-2.854, -0.989, -4.835], [-3.352, -1.875, -2.551], [1.248, -1.929, -3.177], [1.614, -3.248, -3.671], [0.373, -4.132, -3.736], [2.646, -3.823, -2.715], [2.220, -3.074, -5.060], [4.034, 1.576, -3.436], [3.139, 0.234, -4.170], [3.370, 0.288, -2.413], [2.437, 3.304, -4.487], [0.687, 3.078, -4.275], [1.611, 1.951, -5.285], [2.738, 3.277, -1.976], [2.110, 1.926, -1.021], [0.984, 3.082, -1.780], [-2.511, 1.354, -3.436], [-2.921, 0.715, -1.830], [-4.145, 0.724, -3.114], [-2.356, -0.206, -5.410], [-3.923, -0.953, -5.055], [-2.460, -1.957, -5.160], [-3.280, -1.683, -1.477], [-2.917, -2.856, -2.750], [-4.409, -1.887, -2.828], [-0.092, -4.220, -2.751], [0.639, -5.131, -4.089], [-0.360, -3.702, -4.425], [2.244, -3.886, -1.703], [3.535, -3.187, -2.689], [2.937, -4.824, -3.040], [1.478, -2.688, -5.762], [2.581, -4.035, -5.432], [3.059, -2.375, -5.020], [-2.173, -5.780, -0.582], [-2.357, -4.105, 0.645], [-3.170, -4.169, 1.787], [-3.334, -3.063, 2.575], [-4.553, -3.224, 4.272], [-2.675, -1.853, 2.260], [-2.816, -0.628, 2.973], [-2.102, 0.470, 2.630], [-1.160, 0.378, 1.566], [-1.078, -0.711, 0.828], [-1.818, -1.825, 1.145], [-1.666, -2.957, 0.284], [-0.937, -2.896, -0.818], [-3.667, -5.098, 2.034], [-3.494, -0.590, 3.817], [-2.190, 1.400, 3.178], [0.641, 1.060, 0.940], [1.280, -1.070, 6.769], [1.637, -1.196, 5.309], [0.784, -1.866, 4.433], [1.095, -1.987, 3.089], [2.270, -1.419, 2.612], [3.148, -0.767, 3.467], [2.826, -0.665, 4.812], [2.609, -1.395, 0.884], [3.992, -1.688, 0.661], [2.196, -0.051, 0.431], [1.657, -2.376, 0.282], [0.250, -0.729, 6.888], [1.936, -0.364, 7.277], [1.366, -2.035, 7.273], [-0.136, -2.302, 4.812], [0.442, -2.521, 2.408], [4.069, -0.351, 3.074], [3.510, -0.165, 5.489], [-0.236, 1.367, 1.348], [-0.358, 2.683, 1.816], [-1.529, 3.444, 1.400], [-2.118, 3.194, 0.150], [-3.198, 3.940, -0.290], [-3.735, 4.940, 0.513], [-3.193, 5.169, 1.772], [-2.108, 4.430, 2.213], [0.741, 3.181, 2.604], [1.015, 4.556, 2.758], [2.070, 4.984, 3.543], [2.895, 4.065, 4.187], [2.665, 2.705, 4.014], [1.612, 2.265, 3.233], [-1.692, 2.430, -0.488], [-3.622, 3.744, -1.269], [-4.574, 5.528, 0.163], [-3.626, 5.924, 2.419], [-1.716, 4.591, 3.212], [0.417, 5.281, 2.224], [2.264, 6.046, 3.644], [3.713, 4.407, 4.809], [3.313, 1.980, 4.495], [1.438, 1.202, 3.116]], "forces_ev_per_a": [[-0.1, -0.2, 0.8], [-0.1, 0.0, 0.0], [0.0, 0.0, -0.3], [-0.1, -0.1, 0.0], [-0.1, 0.0, 0.0], [0.0, -0.2, 0.3], [-0.1, 0.0, -0.9], [0.5, 0.0, -0.1], [-0.1, 0.0, 0.0], [0.1, 0.1, -0.1], [0.1, 0.0, 0.0], [0.0, -0.1, 0.0], [-0.2, 0.2, 0.1], [-0.1, 0.0, -0.2], [-0.1, 0.1, 0.1], [0.0, 0.1, 0.1], [0.0, 0.1, 0.0], [0.0, 0.0, 0.0], [0.0, 0.0, 0.0], [0.0, 0.0, 0.0], [0.0, 0.0, 0.0], [0.1, 0.0, 0.0], [0.0, 0.1, 0.0], [-0.1, 0.0, 0.0], [0.0, 0.0, 0.0], [0.1, 0.0, 0.0], [-0.1, 0.0, 0.1], [0.0, 0.0, 0.0], [0.0, 0.0, 0.0], [-0.1, 0.0, 0.0], [0.0, 0.0, 0.0], [-0.1, 0.0, 0.0], [0.0, 0.0, -0.1], [0.0, 0.0, 0.0], [0.0, 0.0, 0.0], [0.0, 0.0, 0.0], [0.0, 0.0, 0.0], [0.0, -0.1, 0.0], [0.0, 0.0, 0.0], [0.0, 0.0, 0.0], [0.0, 0.0, 0.0], [0.0, 0.0, 0.0], [0.0, 0.0, 0.0], [0.0, -0.1, 0.0], [0.0, 0.1, 0.1], [0.1, 0.0, -0.2], [0.0, 0.0, 0.0], [-0.1, 0.0, 0.1], [0.0, 0.0, -0.1], [0.1, 0.0, -0.1], [0.0, 0.0, 0.0], [0.0, 0.2, 0.0], [0.2, -0.1, 0.1], [-0.3, -0.2, 0.0], [0.1, 0.2, -0.1], [0.0, -0.1, -0.1], [0.0, 0.2, 0.2], [0.0, 0.0, 0.0], [0.0, 0.0, 0.0], [0.0, -0.1, 0.0], [0.2, -0.1, 0.1], [0.0, 0.0, -0.1], [0.0, 0.0, 0.1], [0.0, 0.0, 0.1], [0.0, 0.0, -0.1], [0.0, -0.1, 0.1], [0.0, -0.1, 0.0], [0.0, -0.1, 0.0], [0.0, 0.1, -0.2], [0.0, -0.1, 0.1], [-0.1, 0.1, -0.1], [0.1, 0.0, -0.1], [0.0, 0.0, 0.0], [0.0, 0.0, 0.0], [0.0, 0.0, 0.0], [0.0, 0.0, 0.0], [0.0, 0.1, 0.1], [-0.1, 0.0, 0.0], [0.0, 0.0, 0.0], [-0.5, 0.1, -0.2], [0.1, -0.1, 0.0], [0.1, -0.1, 0.0], [0.0, 0.0, 0.0], [0.0, 0.0, 0.0], [0.0, 0.0, 0.0], [0.0, 0.0, 0.0], [0.0, 0.0, 0.1], [0.1, 0.0, 0.1], [0.0, 0.0, 0.0], [0.0, 0.0, 0.0], [0.0, 0.0, 0.0], [0.0, 0.0, 0.0], [-0.1, 0.0, 0.0], [0.0, 0.0, 0.0], [0.0, 0.0, 0.0], [0.0, 0.0, 0.0], [0.0, 0.0, 0.0], [0.0, 0.0, -0.1], [0.0, 0.0, 0.0], [0.0, -0.1, 0.0], [0.0, 0.0, -0.1], [-0.1, 0.1, -0.1], [0.0, 0.1, 0.1]], "multiplicity": 2, "de_lowest_kcal_mol": 4.77, "total_charge": 0, "s_squared": 0.7853}

=====

No. 2
{"formula": "C3H4BN", "method": "ωB97M-V/def2-TZVPD", "species": ["B", "C", "C", "C", "N", "H", "H", "H", "H"], "coordinates": [[-0.228, 0.153, -1.264], [-1.264, -0.712, 1.113], [1.184, 0.490, 0.622], [-0.649, 0.028, 0.105], [-1.806, -1.225, 2.001], [-0.143, 1.211, -1.546], [-0.299, -0.760, -2.167], [1.588, 0.034, 1.458], [1.617, 0.781, -0.323]], "forces_ev_per_a": [[-1.3, -3.1, -2.4], [-0.3, 0.3, 0.1], [-5.8, -0.1, -3.3], [4.5, -0.1, 3.9], [0.2, 0.1, -0.3], [0.9, 2.6, -1.2], [0.4, 1.1, 1.4], [0.7, -1.0, 1.4], [0.8, 0.4, 0.5]], "de_lowest_kcal_mol": 109.66, "total_charge": 0}

=====

No. 3
{"formula": "C8H7P", "method": "ωB97M-V/def2-TZVPD", "species": ["C", "C", "C", "C", "C", "C", "C", "C", "P", "H", "H", "H", "H", "H", "H", "H"], "coordinates": [[2.048, 1.510, 0.867], [1.069, 2.001, 0.068], [1.719, 0.198, 1.404], [-1.150, 0.856, -0.628], [0.011, 0.992, -0.010], [0.460, -0.067, 0.859], [-1.501, -1.332, -0.450], [-2.196, -1.829, -1.416], [-0.484, -1.628, 0.899], [2.921, 1.987, 1.297], [1.086, 3.100, -0.296], [2.366, -0.351, 2.030], [-1.928, 1.303, -1.223], [-2.268, -2.940, -1.336], [-2.542, -1.224, -2.193], [0.389, -2.577, 0.129]], "forces_ev_per_a": [[0.2, 0.2, 0.8], [0.8, 2.7, -0.1], [-3.2, 0.8, -2.2], [-0.8, -4.2, 0.4], [-0.2, 1.2, -0.5], [2.5, -2.6, 1.2], [0.2, 5.5, -0.7], [0.3, -2.5, 1.0], [1.5, -1.5, 1.0], [0.0, 0.5, -0.7], [-0.3, -2.3, 0.4], [0.2, -0.7, 0.6], [0.5, 0.5, -0.1], [-0.4, 0.8, -0.8], [-0.9, 0.4, -1.2], [-0.5, 1.1, 0.9]], "de_lowest_kcal_mol": 91.35, "total_charge": 0}

=====

No. 4
{"formula": "C7H8", "method": "ωB97M-V/def2-TZVPD", "species": ["C", "C", "C", "C", "C", "C", "C", "H", "H", "H", "H", "H", "H", "H", "H"], "coordinates": [[1.576, 0.350, 0.823], [0.408, 0.057, -0.127], [-1.425, -0.789, 0.900], [-0.483, 1.154, -0.375], [-1.502, 1.816, -0.331], [0.789, -0.704, -1.308], [1.098, -1.389, -2.254], [2.395, 0.946, 0.383], [2.008, -0.597, 1.146], [1.209, 0.902, 1.690], [-1.329, 0.096, 1.505], [-1.859, -0.682, -0.080], [-1.905, -1.621, 1.472], [-2.320, 2.496, -0.370], [1.339, -2.034, -3.073]], "forces_ev_per_a": [[-0.2, -0.2, 0.2], [-0.5, -0.3, 0.2], [0.5, 0.2, -0.3], [-0.7, 0.3, 0.1], [1.0, 0.0, -0.3], [-0.2, -0.5, -0.1], [-0.2, 0.3, 0.5], [-0.5, -0.2, -0.2], [0.0, 0.1, 0.1], [0.0, -0.1, 0.0], [-0.3, 0.1, -0.1], [-0.3, 0.2, 0.1], [1.4, 0.0, -0.5], [0.1, 0.0, 0.0], [0.0, 0.3, 0.2]], "de_lowest_kcal_mol": 162.05, "total_charge": 0}

=====

No. 5
{"formula": "C4H6N4O2", "method": "ωB97M-V/def2-TZVPD", "species": ["O", "C", "O", "N", "C", "N", "C", "N", "C", "N", "H", "H", "H", "H", "H", "H"], "coordinates": [[1.117, -2.353, -0.324], [1.243, -1.451, 0.659], [1.980, -0.386, 0.364], [-0.402, -0.876, 0.833], [-0.692, 0.298, 0.313], [-0.033, 0.621, -0.832], [-0.680, 1.565, -1.568], [-1.663, 2.328, -1.086], [-2.247, 1.978, 0.057], [-1.788, 0.963, 0.783], [0.947, -1.789, -1.107], [1.433, -2.022, 1.620], [1.676, -0.130, -0.500], [-0.802, -1.173, 1.692], [-0.250, 1.793, -2.624], [-3.078, 2.434, 0.428]], "forces_ev_per_a": [[0.4, -0.2, -1.4], [-3.4, -0.2, 1.6], [1.5, -0.6, 1.7], [3.6, -1.3, 0.5], [-1.7, 0.5, -0.8], [-1.4, 0.8, -1.5], [1.5, 0.5, 0.8], [-0.7, 0.3, -1.9], [4.2, -3.0, -0.6], [-0.1, 0.1, 0.2], [-0.1, -0.9, 0.0], [0.1, 1.3, -1.0], [-0.3, 1.1, -1.0], [-0.6, 0.3, 0.6], [-0.9, -0.4, 2.0], [-2.1, 1.7, 0.7]], "de_lowest_kcal_mol": 66.57, "total_charge": 0}

=====

No. 6
{"formula": "C4H8O2", "method": "ωB97M-V/def2-TZVPD", "species": ["C", "C", "O", "C", "C", "O", "H", "H", "H", "H", "H", "H", "H", "H"], "coordinates": [[1.706, 0.658, 0.102], [0.552, -0.326, 0.019], [-0.027, -0.554, 1.310], [-1.354, -0.555, 0.773], [-0.843, -0.345, -0.664], [-1.305, 0.710, -1.441], [1.524, 1.581, 0.657], [2.473, 0.106, 0.663], [2.109, 0.875, -0.891], [0.990, -1.216, -0.411], [-1.938, 0.295, 1.138], [-1.867, -1.497, 0.994], [-0.953, -1.242, -1.287], [-1.067, 1.508, -0.959]], "forces_ev_per_a": [[-0.1, 0.0, -0.1], [0.5, -0.4, -0.3], [0.1, -0.1, 0.0], [-0.4, 0.1, 0.0], [0.1, -0.3, 0.1], [0.0, 0.5, 0.3], [-0.3, -0.1, -0.2], [-0.1, 0.3, -0.1], [0.0, 0.1, 0.1], [0.6, -0.7, 0.4], [-0.1, -0.1, 0.1], [-0.1, 0.2, -0.1], [0.1, 0.3, 0.2], [-0.2, 0.3, -0.2]], "de_lowest_kcal_mol": 52.29, "total_charge": 0}

=====

Molar mass? In order: 1248.31; 64.88; 134.12; 92.14; 142.12; 88.11 g/mol.